Entry from the OMol25 dataset: a structure of composition C39H52N4OP2Pd (wB97M-V/def2-TZVPD).

E_HOMO (spin up / spin down), hartree: -0.296 / -0.301
HOMO-LUMO gap (spin up / spin down), Eh: 0.2873 / 0.2369
Largest force on an atom, eV Å⁻¹: 5.246
Multiplicity: 3
<S²>: 2.05
Charge: 0

Geometry as XYZ:
```
99
C39H52N4OP2Pd wB97M-V/def2-TZVPD
Pd 1.52098 2.91385 0.87019
C -1.23626 -2.45940 -0.54665
C -0.26690 -1.72465 0.00240
C 0.59576 -0.75245 -0.77894
C -0.01970 0.58066 -1.19210
C -1.42008 0.59728 -1.85283
C -1.94921 -0.32036 -2.69008
C -1.27992 -1.59193 -3.08221
C -1.39726 -2.73423 -1.99427
C -0.29396 1.83855 1.80932
H -1.82059 -3.07228 0.13969
H -0.07689 -1.72761 1.08969
H 0.98710 -1.24845 -1.67792
H 1.46795 -0.52275 -0.14432
H -0.17153 1.17339 -0.26053
H 0.72457 1.15259 -1.80564
H -1.95794 1.53320 -1.61843
H -2.99312 -0.16561 -2.96573
H -0.22773 -1.40919 -3.35744
H -1.80853 -1.97130 -3.96742
H -2.38711 -3.22066 -2.08588
H -0.61062 -3.44322 -2.31345
H 0.12004 0.85712 2.09194
H -1.28046 1.59832 1.37364
H -0.39945 2.51715 2.66839
P 1.11120 4.44508 -0.72704
P 3.55803 2.11832 -0.00914
N 0.18312 4.67592 -2.21300
N 1.23647 6.05326 -0.14200
N 4.05404 1.43747 -1.70746
N 5.33534 1.87247 0.53721
C 2.71655 4.21290 -1.52196
C 3.84546 3.82946 -0.54818
C -1.12637 4.28455 -2.48125
C -1.45106 4.77864 -3.73404
C -0.33318 5.51589 -4.22364
C 0.66065 5.45512 -3.27575
C 0.71008 6.50492 1.07319
C 1.09169 7.83652 1.20507
C 1.84829 8.20235 0.04106
C 1.90769 7.09754 -0.78203
C 3.51300 0.27335 -2.22789
C 3.90690 0.11873 -3.56218
C 4.76572 1.21943 -3.86943
C 4.85918 1.99325 -2.70510
C 6.57427 1.81309 -0.10918
C 7.58816 1.90292 0.84415
C 6.95083 2.05164 2.11378
C 5.57897 2.05026 1.89453
H 2.98895 5.15645 -2.00531
H 2.51405 3.40570 -2.25816
H 4.81582 3.95636 -1.03679
H 3.83620 4.42112 0.38795
H -1.68101 3.70738 -1.75243
H -2.36596 4.62695 -4.25536
H -0.22235 6.03497 -5.14981
H 1.65942 5.86279 -3.26650
H 0.12094 5.83793 1.69831
H 0.86251 8.48350 2.02580
H 2.31394 9.13700 -0.19733
H 2.35672 6.94006 -1.75035
H 2.96062 -0.39586 -1.59976
H 3.60271 -0.66758 -4.22966
H 5.25621 1.43711 -4.80544
H 5.49438 2.84981 -2.53737
H 6.67180 1.68602 -1.17937
H 8.65063 1.86251 0.64163
H 7.44104 2.14250 3.07292
H 4.74586 2.14153 2.57882
C -6.46079 -3.28653 0.88323
C -5.46142 -4.36155 0.44328
C -4.41030 -3.70826 -0.43380
C -4.95946 -5.13499 1.65389
C -5.88923 -5.81296 2.41829
C -5.53632 -6.49476 3.58451
C -4.21179 -6.43774 4.06128
C -3.22896 -5.78824 3.35898
C -1.78266 -5.70441 3.83801
C -1.65727 -5.54159 5.35250
C -0.96082 -6.89393 3.35014
C -3.53029 -5.27729 1.99081
O -2.58464 -5.02633 1.19204
H -5.94650 -2.52670 1.48905
H -7.29512 -3.68592 1.47202
H -6.87501 -2.78479 0.00345
H -6.01638 -5.09643 -0.16123
H -3.93707 -2.87595 0.09546
H -3.65400 -4.43878 -0.71484
H -4.89094 -3.30846 -1.33203
H -6.93355 -5.78306 2.09210
H -6.28991 -7.02299 4.14471
H -3.94760 -6.93193 4.99895
H -1.34883 -4.80365 3.37748
H -1.99881 -6.43202 5.89092
H -0.60883 -5.36472 5.61107
H -2.23852 -4.67999 5.69556
H -0.98944 -6.93363 2.26005
H 0.07787 -6.79835 3.67381
H -1.35999 -7.83147 3.74739
```

***

Entry from the OMol25 dataset: a structure of composition C39H52NZr (wB97M-V/def2-TZVPD).

E_HOMO, hartree: -0.348
HOMO-LUMO gap, Eh: 0.2080
Largest force on an atom, eV Å⁻¹: 4.173
Charge: +1

Geometry as XYZ:
```
93
C39H52NZr wB97M-V/def2-TZVPD
C 2.49120 -0.22394 -2.81659
C 3.10469 -1.18560 -1.85774
C 3.19714 -2.62030 -1.99809
C 2.71195 -3.45320 -3.13908
C 3.94028 -3.13022 -0.87307
C 4.47949 -4.51537 -0.76302
C 4.34861 -2.00488 -0.07051
C 5.38542 -2.03396 0.99107
C 3.73051 -0.81692 -0.61195
C 3.86147 0.55820 -0.05082
Zr 1.85769 -2.15059 -0.08360
C -0.54287 2.19840 0.50334
C 0.06513 -2.06787 -1.38521
C 0.25130 -1.81031 1.97028
C -1.18730 -1.54333 1.68499
C 0.91809 -3.08704 1.84224
C 0.40951 -4.30216 1.14178
C 2.21653 -2.96229 2.46185
C 3.11968 -4.11140 2.72731
C 2.32670 -1.63542 2.98300
C 3.45252 -1.09503 3.78074
C 1.12932 -0.93811 2.69357
C 0.78923 0.41312 3.19665
H 2.44954 -0.64893 -3.82614
H 1.46920 0.06540 -2.53282
H 3.09120 0.69367 -2.84963
H 3.48861 -4.16702 -3.44386
H 1.81760 -4.04188 -2.88299
H 2.46223 -2.82937 -4.00494
H 5.41473 -4.60935 -1.33742
H 4.70970 -4.78328 0.27428
H 3.77477 -5.25551 -1.16384
H 6.32365 -2.47584 0.62152
H 5.60879 -1.02365 1.35277
H 3.84817 -3.88248 3.51647
H 4.82055 1.02305 -0.32685
H 3.05584 1.20984 -0.41383
H 3.80812 0.54521 1.04795
H -0.63754 1.12959 0.26443
H 0.40277 2.33699 1.04003
H -0.43580 2.72847 -0.45574
H -0.66660 -2.85239 -1.13191
H -0.45190 -1.09991 -1.25764
H 0.28488 -2.17041 -2.45941
H -1.64541 -0.94293 2.48286
H -1.33125 -0.99126 0.74573
H -1.75708 -2.48065 1.60934
H -0.68638 -4.35381 1.20202
H 0.67230 -4.35221 0.05389
H 0.83154 -5.20496 1.60429
H 2.53110 -4.98745 3.04223
H 3.67704 -4.41231 1.82749
H 5.06166 -2.63112 1.85316
H 3.07767 -0.43680 4.57692
H 4.03874 -1.89895 4.24420
H 4.13923 -0.49623 3.15973
H 0.70382 0.43808 4.29728
H 1.55645 1.15496 2.92202
H -0.16744 0.75152 2.78206
C -5.77992 0.25398 -0.43964
N -4.72227 0.67386 0.45970
C -3.65647 1.46180 0.10584
C -2.88976 1.76088 1.22880
C -1.73243 2.73115 1.22603
C -1.49218 3.36393 2.61230
C -2.60757 3.76515 3.35505
C -2.46692 4.22345 4.66313
C -1.19421 4.33653 5.23345
C -1.04940 4.80783 6.64741
C -0.06893 4.04666 4.45430
C -0.21586 3.61068 3.13422
C -3.46179 1.00444 2.32968
C -3.14343 0.79534 3.67400
C -4.05353 0.10203 4.48669
C -5.25457 -0.42082 3.97543
C -5.55853 -0.29690 2.61011
C -4.64667 0.38872 1.81919
H -6.60982 -0.15091 0.14686
H -6.13636 1.11199 -1.02605
H -5.43403 -0.51193 -1.15044
H -3.54241 1.80949 -0.91597
H -2.09757 3.58343 0.61239
H -3.60254 3.68243 2.91871
H -3.35323 4.48027 5.24454
H -0.00589 4.74201 6.96942
H -1.36912 5.85400 6.74808
H -1.66213 4.21574 7.33949
H 0.92927 4.16414 4.88471
H 0.68936 3.44793 2.54257
H -2.20758 1.18762 4.08182
H -3.82531 -0.03277 5.54294
H -5.95242 -0.93455 4.64030
H -6.47018 -0.70219 2.16780
```

***

Entry from the OMol25 dataset: a cluster of 6 separate species, C39H53ClF16N2O17P in total (wB97M-V/def2-TZVPD).

E_HOMO, hartree: -0.174
HOMO-LUMO gap, Eh: 0.2337
Largest force on an atom, eV Å⁻¹: 9.543
Charge: -1

Geometry as XYZ:
```
129
C39H53ClF16N2O17P wB97M-V/def2-TZVPD
C 2.49664 4.00387 0.92133
C 0.95037 3.95090 0.36540
C 0.12854 2.58291 0.73958
Cl -0.72910 2.60775 2.38580
C -0.96337 2.09575 -0.38128
O -1.64171 3.07677 -1.24070
C -2.37754 4.08981 -0.46969
C -3.68977 3.53429 0.34070
C -4.66135 2.66074 -0.65586
O -4.38081 4.71172 0.94585
O -1.71782 0.99218 0.23277
P -1.18848 -0.62968 -0.15438
C -0.57965 -2.37977 -0.66232
C -0.48301 -3.45157 0.57905
C -1.76817 -3.35902 1.63659
O -2.98837 -3.44383 1.05846
N -1.51049 -3.21221 3.12003
C -2.01762 -1.90135 3.67703
C -1.04513 -1.13710 4.78603
C -1.42329 0.33002 5.45869
C -2.80714 1.09946 5.03513
C -3.81756 0.32235 3.95274
C -3.42622 -1.15312 3.28103
O 0.27175 -0.07726 -0.99294
C 0.00405 1.29688 -1.48273
C -0.31470 1.47155 -3.08123
O -1.01812 0.60668 -3.84326
N 0.29663 2.71474 -3.75880
C -0.77895 3.55210 -4.43070
O -0.95160 4.85732 -4.08102
F -1.70557 3.05435 -5.49176
H 3.23636 4.24937 0.01778
H 2.60458 4.90903 1.69219
H 2.84702 3.03800 1.48224
H 0.91333 4.16953 -0.78357
H 0.37709 4.84383 0.91144
H 0.94439 1.71398 0.80685
H -2.79016 4.87548 -1.26783
H -1.73221 4.71113 0.28308
H -3.32386 2.86511 1.25530
H -5.20839 1.83946 0.01548
H -5.45991 3.36533 -1.18570
H -4.07008 2.14636 -1.55269
H -4.84096 4.39875 1.80083
H -1.80960 -0.39316 -1.46384
H -2.52166 -0.99609 0.26012
H -0.54922 -0.82327 1.14489
H -1.19684 -2.80822 -1.58582
H 0.52863 -2.23438 -1.07593
H 0.54534 -3.36096 1.15875
H -0.49484 -4.53873 0.10969
H -1.81562 -4.04175 3.67441
H -0.03616 -1.63544 5.11295
H -0.65998 0.82728 6.22449
H -3.05822 2.15713 5.48673
H -4.79597 0.89893 3.66942
H -4.17654 -1.63584 2.52297
H 1.07500 1.78625 -1.38995
H 0.81331 3.26841 -3.02423
C -6.02874 -2.81663 -4.60032
C -6.61453 -3.46322 -3.35878
O -6.05121 -2.88019 -2.17358
C -6.60625 -1.69667 -1.76057
O -7.52869 -1.13337 -2.34357
C -5.94911 -1.21711 -0.46711
F -4.58896 -1.31889 -0.49677
F -6.35975 -1.93907 0.61551
F -6.22364 0.08708 -0.18028
H -4.93554 -2.87236 -4.58443
H -6.39550 -3.31159 -5.50399
H -6.29205 -1.75614 -4.65559
H -6.35644 -4.52703 -3.34386
H -7.70836 -3.39738 -3.34556
C 2.52281 8.72259 -1.70357
C 1.93702 8.07600 -0.46203
O 2.50034 8.65903 0.72318
C 1.94530 9.84255 1.13618
O 1.02285 10.40585 0.55318
C 2.60244 10.32211 2.42964
F 3.96259 10.22033 2.39998
F 2.19180 9.60015 3.51226
F 2.32791 11.62630 2.71648
H 3.61601 8.66686 -1.68768
H 2.15605 8.22763 -2.60724
H 2.25949 9.78308 -1.75883
H 2.19511 7.01219 -0.44711
H 0.84318 8.14184 -0.44881
C 5.96910 -4.88164 3.22689
C 5.36751 -4.29614 4.49098
O 4.18438 -3.54264 4.18370
C 3.03094 -4.26693 4.02771
O 2.97113 -5.48907 4.13207
C 1.84686 -3.34025 3.75554
F 2.13353 -2.37335 2.83674
F 1.43875 -2.68494 4.88068
F 0.75146 -3.99866 3.28103
H 6.15288 -4.09537 2.48767
H 6.91283 -5.38883 3.44654
H 5.28918 -5.60194 2.76224
H 6.07910 -3.59984 4.94632
H 5.15526 -5.07182 5.23546
C -0.26581 3.11437 -7.85048
C 0.76844 3.84482 -8.68679
O 1.94966 3.04292 -8.84055
C 1.90529 2.08430 -9.81955
O 0.93114 1.88781 -10.54102
C 3.23866 1.34314 -9.90708
F 3.73114 0.99620 -8.68301
F 4.20634 2.09652 -10.50537
F 3.16053 0.18621 -10.62400
H 0.16145 2.80865 -6.89005
H -1.13411 3.75284 -7.66467
H -0.60709 2.20322 -8.35084
H 1.07163 4.76312 -8.17363
H 0.36563 4.13953 -9.66243
C 3.42139 -11.67411 6.34235
C 3.28921 -11.24612 4.89252
O 3.52202 -9.83533 4.76045
C 4.83433 -9.44248 4.70668
O 5.78393 -10.21869 4.76871
C 4.93531 -7.92979 4.51577
F 4.08487 -7.23736 5.32728
F 4.63328 -7.55221 3.23979
F 6.18214 -7.44130 4.77139
H 2.76167 -11.07857 6.98153
H 3.16699 -12.73144 6.45832
H 4.44107 -11.52143 6.70834
H 2.26739 -11.43385 4.54732
H 3.95931 -11.81630 4.23919
```

***

Entry from the OMol25 dataset: a structure of composition C39H53FeN7O2Si (wB97M-V/def2-TZVPD).

E_HOMO (spin up / spin down), hartree: -0.305 / -0.293
HOMO-LUMO gap (spin up / spin down), Eh: 0.1933 / 0.1819
Largest force on an atom, eV Å⁻¹: 1.352
Multiplicity: 2
<S²>: 0.76
Charge: +1

Geometry as XYZ:
```
103
C39H53FeN7O2Si wB97M-V/def2-TZVPD
Fe 0.81112 0.12952 0.29039
C -1.60225 -1.28200 0.43110
Si -2.16624 -1.16642 -1.36919
C -0.82615 -0.21671 -2.38672
N 0.57281 -0.19890 -1.88529
C 1.31098 0.96262 -2.42189
C 1.56603 0.88717 -3.92887
C 2.18541 -0.47175 -4.31958
C 2.51226 -1.30516 -3.08089
C 1.28374 -1.47754 -2.18900
C -2.71848 -2.83429 -2.04194
C -2.37717 -3.31810 -3.30441
C -2.77783 -4.58077 -3.72125
C -3.53073 -5.38269 -2.87676
C -3.91632 -4.90141 -1.63152
C -3.51649 -3.63980 -1.22389
C -3.70791 -0.06965 -1.46510
C -4.85936 -0.52138 -2.11486
C -5.99262 0.27473 -2.21459
C -5.99579 1.55125 -1.67462
C -4.85969 2.02441 -1.03262
C -3.73714 1.21775 -0.92809
H -2.50253 -1.36573 1.05252
H -1.19244 -0.29251 0.67943
H -1.18083 0.81714 -2.40379
H -0.85035 -0.54995 -3.43572
H 2.25858 1.03364 -1.88247
H 0.74640 1.86603 -2.19668
H 2.22282 1.71298 -4.20801
H 0.62352 1.03528 -4.45851
H 3.09277 -0.32115 -4.90469
H 1.49047 -1.03406 -4.94772
H 3.32486 -0.83737 -2.52089
H 2.85459 -2.29645 -3.38266
H 1.57821 -1.94704 -1.24751
H 0.58694 -2.15864 -2.68756
H -1.78313 -2.70510 -3.97582
H -2.50150 -4.94097 -4.70419
H -3.82091 -6.37798 -3.18785
H -4.52417 -5.51336 -0.97731
H -3.82120 -3.27642 -0.24669
H -4.86701 -1.51469 -2.54787
H -6.87710 -0.10799 -2.70831
H -6.87714 2.17447 -1.75363
H -4.86008 3.01960 -0.60314
H -2.87329 1.58576 -0.39248
C 0.74642 1.02234 4.61124
C 0.15447 -0.05371 5.17650
C -0.42358 -1.06621 4.37281
C -0.13018 -1.03880 3.01633
N 0.39882 0.00559 2.37636
C 0.64139 1.22574 3.11009
C -0.15263 -2.30113 2.21732
C 0.51195 -3.39659 2.76702
C 0.74508 -4.54335 2.02185
C 0.34486 -4.57575 0.69766
C -0.36535 -3.50942 0.16515
C -0.66203 -2.37074 0.91364
H 1.35207 1.70957 5.18946
H 0.18693 -0.18967 6.25141
H -0.92561 -1.91613 4.80903
H -0.20274 1.92146 2.85942
H 0.87054 -3.32834 3.78548
H 1.26016 -5.38438 2.46894
H 0.57699 -5.43071 0.07428
H -0.71531 -3.58584 -0.85155
C -1.07256 5.11785 -1.80836
N -0.48644 4.30424 -0.75243
C 0.30861 4.98136 0.25540
C -0.57530 2.97327 -0.79628
O 0.00036 2.19607 -0.04004
H -1.32831 6.10002 -1.41633
H -1.97985 4.65008 -2.18757
H -0.37344 5.24704 -2.63776
H -0.32230 5.66656 0.82367
H 1.11216 5.55099 -0.21589
H 0.73161 4.24082 0.92953
H -1.23387 2.62421 -1.60022
C 3.43449 2.31540 0.82475
C 3.22652 0.12206 1.83231
O 3.08711 -0.66369 0.66786
C 4.01027 -1.75664 0.60238
C 3.80553 -2.79312 1.68938
H 4.21586 2.71426 1.47441
H 2.83908 3.14234 0.44415
H 3.88659 1.77975 -0.00651
H 2.75158 -0.36850 2.68274
H 4.28931 0.29457 2.04336
H 5.03207 -1.36100 0.63919
H 3.84741 -2.20140 -0.37672
H 4.14047 -2.43059 2.66286
H 4.37200 -3.69090 1.44114
H 2.75133 -3.04962 1.75583
N 2.58355 4.82748 4.48105
C 1.76784 3.92118 3.90002
N 0.46127 4.01731 4.21364
N 2.32740 3.07015 3.06445
C 1.86767 1.94243 2.59946
N 2.55772 1.37996 1.54252
H 2.18099 5.71353 4.74787
H 3.49598 4.88890 4.05517
H 0.26240 4.47144 5.09365
H -0.09297 3.18184 4.06997
```